C5H9FN | ωB97M-V with the def2-TZVPD basis set

Last column: natural (NBO) charge in e.
CARTESIAN COORDINATES (ANGSTROEM)
C1 0.796 -0.055 -1.589  -0.43
C2 -0.835 0.990 0.084  -0.22
C3 0.705 -0.534 1.246  -0.30
C4 -0.575 0.043 -1.042  -0.34
C5 0.357 -0.994 -0.547  0.43
N1 -0.522 0.290 1.382  -0.52
F1 0.371 -2.353 -0.662  -0.30
H1 0.752 -0.415 -2.725  0.28
H2 1.459 0.659 -1.413  0.23
H3 -0.020 1.889 0.185  0.23
H4 -1.904 1.321 -0.044  0.27
H5 1.032 -1.406 1.803  0.28
H6 1.624 0.147 0.951  0.24
H7 -1.464 -0.365 -1.486  0.27
H8 -0.504 1.037 2.106  0.44
H9 -1.271 -0.253 1.753  0.44

Values from the calculation:
Total charge: +1
Electronic energy, eV: -9528.212
E_HOMO, eV: -14.915
Maximum force, eV/A: 7.13
Spin multiplicity: 1
LUMO level, eV: -3.5663

C3H3FO4V | ωB97M-V with the def2-TZVPD basis set

Last column: Löwdin spin population.
CARTESIAN COORDINATES (ANGSTROEM)
C1 -1.634 -0.879 0.578  0.00
C2 -0.989 0.429 0.299  0.08
O1 0.370 0.306 0.175  0.71
O2 -2.861 -1.068 0.723  0.01
H1 -1.083 -1.833 0.612  0.00
H2 -1.273 1.156 1.090  0.02
H3 -1.411 0.854 -0.638  0.04
F1 -3.584 0.113 0.601  0.00
C3 1.455 0.288 -1.494  0.10
O3 2.593 0.032 -1.354  0.04
V1 4.946 0.867 -0.255  2.98
O4 3.471 -0.266 -0.336  0.01

Values from the calculation:
Total charge: +3
Electronic energy, eV: -39705.983
E_HOMO (alpha / beta), eV: -24.260 / -24.183
Maximum force, eV/A: 1.41
Spin multiplicity: 5
LUMO level (alpha / beta), eV: -14.6639 / -15.7894

C18H18EuN5O2Se | ωB97M-V with the def2-TZVPD basis set

Last column: Löwdin spin population.
CARTESIAN COORDINATES (ANGSTROEM)
Eu1 0.833 -0.559 -0.400  7.03
Se1 -7.474 0.293 0.190  0.00
N1 -6.094 1.471 0.142  0.00
C1 -5.004 0.764 0.084  0.00
C2 -3.660 1.359 0.132  0.00
C3 -3.466 2.726 0.298  0.00
C4 -2.172 3.226 0.346  0.00
C5 -1.115 2.335 0.209  0.00
N2 -1.286 1.022 0.048  0.00
C6 -2.540 0.530 0.017  0.00
C7 -2.699 -0.930 -0.136  0.00
N3 -1.575 -1.677 -0.226  -0.01
C8 -1.689 -3.000 -0.360  0.00
C9 -2.916 -3.655 -0.401  0.00
C10 -4.070 -2.893 -0.306  0.00
C11 -3.969 -1.513 -0.173  0.00
C12 -5.157 -0.654 -0.067  0.00
N4 -6.373 -1.111 -0.129  0.00
H1 -4.326 3.375 0.393  0.00
H2 -1.979 4.280 0.481  0.00
H3 -0.084 2.676 0.230  0.00
H4 -0.761 -3.560 -0.441  0.00
H5 -2.952 -4.728 -0.507  0.00
H6 -5.046 -3.357 -0.330  0.00
N5 4.212 -0.732 2.459  0.00
C13 3.230 -1.084 1.617  0.00
O1 2.206 -0.377 1.554  -0.01
C14 3.419 -2.348 0.813  0.00
C15 2.773 -2.327 -0.565  -0.01
H7 4.051 0.022 3.107  0.00
H8 5.022 -1.322 2.546  0.00
H9 2.955 -3.116 1.449  0.00
H10 4.487 -2.607 0.849  0.00
H11 2.509 -3.353 -0.844  0.00
H12 3.500 -2.010 -1.325  0.00
C16 3.348 3.397 -0.536  0.00
C17 3.197 2.004 -1.077  0.00
C18 4.397 1.301 -1.619  0.00
O2 2.090 1.476 -1.076  -0.01
H13 4.376 3.747 -0.543  0.00
H14 2.966 3.395 0.486  0.00
H15 2.726 4.059 -1.139  0.00
H16 4.740 1.831 -2.509  0.00
H17 4.163 0.264 -1.852  0.00
H18 5.205 1.362 -0.888  0.00

Values from the calculation:
Total charge: +1
Electronic energy, eV: -115175.087
E_HOMO (alpha / beta), eV: -9.242 / -9.464
Maximum force, eV/A: 1.28
Spin multiplicity: 8
LUMO level (alpha / beta), eV: -3.2953 / -3.2955

C7H22O4 | ωB97M-V with the def2-TZVPD basis set

Last column: natural (NBO) charge in e.
CARTESIAN COORDINATES (ANGSTROEM)
C1 -1.483 -1.279 1.344  -0.25
O1 -1.067 -0.619 2.530  -0.72
H1 -1.858 -0.608 0.569  0.15
H2 -0.691 -1.909 0.924  0.16
H3 -2.259 -1.995 1.623  0.18
H4 -0.122 -0.459 2.474  0.47
C2 -4.351 3.067 -1.938  -0.62
C3 -3.649 1.745 -1.688  -0.06
O2 -4.438 0.988 -0.783  -0.72
H5 -4.316 3.709 -1.062  0.21
H6 -5.379 2.891 -2.252  0.21
H7 -3.865 3.594 -2.764  0.21
H8 -2.652 1.928 -1.259  0.15
H9 -3.439 1.227 -2.633  0.15
H10 -4.026 0.127 -0.684  0.46
C4 2.747 -0.582 2.395  -0.65
C5 4.108 -0.111 1.935  -0.06
O3 4.148 0.114 0.533  -0.75
H11 2.012 0.196 2.149  0.19
H12 2.701 -0.627 3.487  0.22
H13 2.474 -1.542 1.962  0.21
H14 4.875 -0.842 2.210  0.15
H15 4.314 0.855 2.395  0.17
H16 3.594 -0.540 0.086  0.49
C6 1.023 -0.102 -1.178  -0.63
C7 1.321 -1.548 -1.464  -0.06
O4 2.608 -1.839 -0.910  -0.75
H17 1.693 0.543 -1.747  0.22
H18 1.187 0.126 -0.125  0.21
H19 -0.010 0.124 -1.441  0.21
H20 1.323 -1.722 -2.542  0.17
H21 0.583 -2.192 -0.977  0.16
H22 2.893 -2.719 -1.170  0.48

Values from the calculation:
Total charge: 0
Electronic energy, eV: -15804.425
E_HOMO, eV: -9.927
Maximum force, eV/A: 0.87
Spin multiplicity: 1
LUMO level, eV: 0.4374

C16H41B3N2O10 | ωB97M-V with the def2-TZVPD basis set

Last column: Löwdin charge in e.
CARTESIAN COORDINATES (ANGSTROEM)
O1 0.284 2.439 -0.673  -0.06
C1 -0.801 1.814 -1.338  -0.23
C2 -0.749 2.057 -2.823  -0.19
O2 0.403 1.453 -3.398  -0.09
C3 0.944 2.071 -4.532  -0.25
O3 2.274 2.486 -4.374  -0.08
C4 2.560 3.080 -3.120  -0.07
B1 3.905 3.903 -3.142  -0.49
O4 5.145 3.299 -2.999  0.28
B2 5.670 3.753 -1.815  -0.34
O5 5.566 5.087 -1.475  0.24
B3 4.456 5.710 -1.988  -0.34
O6 3.936 5.288 -3.192  0.28
H1 0.107 3.387 -0.591  0.09
H2 -0.707 0.764 -1.103  0.12
H3 -1.746 2.231 -1.007  0.12
H4 -1.630 1.641 -3.302  0.12
H5 -0.720 3.133 -2.959  0.12
H6 0.328 2.901 -4.878  0.14
H7 0.949 1.332 -5.323  0.13
H8 1.769 3.762 -2.826  0.12
H9 2.633 2.350 -2.322  0.13
H10 6.158 2.981 -1.057  0.12
H11 3.884 6.569 -1.401  0.12
C5 -1.274 -3.449 -0.382  -0.11
O7 -2.599 -3.898 -0.607  -0.18
C6 -3.347 -4.139 0.577  -0.21
C7 -4.422 -3.092 0.782  -0.21
N1 -3.837 -1.802 1.121  -0.05
C8 -4.757 -0.667 1.092  -0.20
C9 -5.465 -0.308 -0.212  -0.23
O8 -4.616 0.189 -1.229  -0.19
C10 -3.976 -0.802 -2.014  -0.10
H12 -0.744 -3.508 -1.332  0.10
H13 -1.246 -2.408 -0.039  0.07
H14 -0.757 -4.079 0.346  0.08
H15 -2.693 -4.210 1.450  0.12
H16 -3.838 -5.108 0.448  0.12
H17 -5.079 -3.412 1.596  0.12
H18 -5.021 -3.048 -0.138  0.11
H19 -3.077 -1.615 0.481  0.07
H20 -4.173 0.206 1.395  0.12
H21 -5.517 -0.820 1.864  0.12
H22 -6.151 0.510 0.022  0.12
H23 -6.084 -1.125 -0.601  0.11
H24 -4.610 -1.678 -2.164  0.09
H25 -3.025 -1.104 -1.566  0.07
H26 -3.754 -0.362 -2.987  0.08
C11 1.612 0.153 5.255  -0.12
O9 1.191 0.625 3.991  -0.19
C12 2.238 1.116 3.163  -0.21
C13 2.516 0.187 2.001  -0.21
N2 3.134 -1.059 2.436  -0.05
C14 3.179 -2.097 1.408  -0.19
C15 1.867 -2.595 0.803  -0.23
O10 1.043 -3.338 1.681  -0.20
C16 0.227 -2.569 2.547  -0.10
H27 0.721 0.013 5.864  0.09
H28 2.133 -0.808 5.183  0.08
H29 2.263 0.878 5.753  0.09
H30 3.146 1.310 3.742  0.12
H31 1.892 2.070 2.755  0.12
H32 3.188 0.688 1.298  0.12
H33 1.562 0.012 1.488  0.10
H34 2.624 -1.416 3.233  0.07
H35 3.682 -2.959 1.853  0.12
H36 3.819 -1.744 0.593  0.12
H37 2.133 -3.288 0.001  0.12
H38 1.291 -1.788 0.333  0.11
H39 -0.108 -1.641 2.075  0.09
H40 0.743 -2.343 3.484  0.08
H41 -0.649 -3.169 2.792  0.08

Values from the calculation:
Total charge: 0
Electronic energy, eV: -42743.208
E_HOMO, eV: -8.667
Maximum force, eV/A: 1.83
Spin multiplicity: 1
LUMO level, eV: 0.2902

C11H11FO15Zr | ωB97M-V with the def2-TZVPD basis set

Last column: Löwdin charge in e.
CARTESIAN COORDINATES (ANGSTROEM)
Zr1 -1.615 0.829 0.463  2.04
C1 -2.277 3.163 0.192  -0.63
O1 -1.034 2.831 -0.070  -0.22
O2 -2.372 2.607 1.344  -0.17
O3 -2.853 2.361 -0.603  -0.13
C2 -2.293 -1.481 1.231  -0.52
O4 -2.863 -0.920 0.182  -0.23
O5 -1.059 -1.237 1.048  -0.17
O6 -2.548 -0.428 2.034  -0.23
C3 -2.381 -2.587 -4.010  -0.13
C4 -2.862 -1.440 -4.834  -0.12
O7 -2.408 -0.317 -4.097  0.09
C5 -1.859 -0.640 -2.913  -0.51
O8 -1.468 0.132 -2.105  0.13
O9 -1.731 -1.999 -2.884  0.08
H1 -1.674 -3.176 -4.595  0.13
H2 -3.176 -3.268 -3.708  0.13
H3 -3.949 -1.418 -4.891  0.14
H4 -2.391 -1.489 -5.813  0.13
C6 3.648 0.115 -1.745  -0.07
C7 3.421 -1.228 -1.007  -0.09
O10 2.415 -0.828 -0.087  0.10
C8 1.667 0.123 -0.626  -0.52
O11 0.541 0.445 -0.361  0.05
O12 2.318 0.673 -1.643  0.10
H5 3.879 -0.157 -2.773  0.13
H6 4.409 0.769 -1.331  0.13
H7 4.262 -1.475 -0.363  0.14
H8 3.164 -2.034 -1.691  0.14
C9 1.073 0.781 5.434  -0.03
C10 2.115 1.801 4.833  -0.21
O13 1.471 2.200 3.642  0.16
C11 0.545 1.279 3.296  -0.50
O14 0.034 1.178 2.225  0.11
O15 0.501 0.331 4.212  0.10
F1 3.097 0.843 4.561  0.02
H9 0.217 1.169 5.989  0.14
H10 1.540 -0.053 5.946  0.14
H11 2.498 2.547 5.519  0.17

Values from the calculation:
Total charge: 0
Electronic energy, eV: -46288.584
E_HOMO, eV: -7.257
Maximum force, eV/A: 13.90
Spin multiplicity: 1
LUMO level, eV: -0.6182

C22H55N2O9Sr2 | ωB97M-V with the def2-TZVPD basis set

Last column: Löwdin charge in e.
CARTESIAN COORDINATES (ANGSTROEM)
Sr1 -3.751 2.949 4.795  1.55
Sr2 -1.464 0.285 7.078  1.59
C1 -0.834 0.230 2.469  0.03
C2 -1.319 0.438 3.861  -0.69
O1 -1.513 1.645 4.279  -0.32
O2 -1.343 -0.522 4.662  -0.18
H1 -0.547 1.168 1.996  0.08
H2 -1.637 -0.207 1.861  0.09
H3 -0.001 -0.469 2.406  0.10
C3 -4.373 -1.610 0.919  -0.16
O3 -5.138 -1.737 2.105  -0.12
H4 -3.332 -1.452 1.189  0.03
H5 -4.421 -2.477 0.257  0.10
H6 -4.712 -0.756 0.316  0.09
H7 -5.960 -2.178 1.868  0.10
C4 2.611 1.643 3.285  -0.12
O4 2.311 0.347 3.821  -0.11
H8 1.711 2.173 2.968  0.05
H9 3.145 2.233 4.026  0.09
H10 3.259 1.515 2.418  0.08
H11 1.367 0.193 3.826  0.01
O5 -2.541 -2.873 3.137  -0.03
H12 -3.465 -2.588 3.163  0.02
H13 -2.031 -2.110 3.415  -0.02
O6 -0.029 -3.414 5.170  -0.03
H14 -0.266 -2.631 4.665  -0.02
H15 0.539 -3.121 5.889  0.03
O7 0.361 3.725 5.081  -0.04
H16 -0.131 3.100 4.535  -0.02
H17 0.067 3.576 5.984  0.01
C5 -0.894 2.018 -1.300  -0.01
C6 0.433 2.790 -1.222  -0.50
C7 1.554 1.762 -1.186  -0.13
C8 2.942 2.289 -1.602  -0.14
C9 2.906 3.114 -2.886  -0.12
C10 1.766 4.132 -3.000  -0.50
N1 0.545 3.604 -2.413  -0.06
O8 -0.526 4.477 -2.557  0.03
C11 2.172 5.451 -2.317  -0.01
C12 1.511 4.397 -4.488  -0.02
C13 0.442 3.670 0.038  0.00
H18 -0.930 1.452 -2.231  0.08
H19 -1.764 2.667 -1.202  0.08
H20 -0.938 1.289 -0.482  0.07
H21 1.637 1.445 -0.139  0.11
H22 1.258 0.886 -1.767  0.09
H23 3.546 1.399 -1.795  0.12
H24 3.430 2.799 -0.771  0.11
H25 2.955 2.458 -3.755  0.13
H26 3.823 3.709 -2.892  0.13
H27 2.872 6.015 -2.936  0.10
H28 1.298 6.092 -2.189  0.09
H29 2.671 5.304 -1.357  0.08
H30 2.443 4.570 -5.020  0.10
H31 1.017 3.532 -4.942  0.10
H32 0.853 5.255 -4.632  0.09
H33 0.550 3.027 0.925  0.06
H34 -0.502 4.191 0.210  0.08
H35 1.257 4.386 0.039  0.08
H36 -1.114 4.081 -3.216  0.13
C14 0.061 -1.334 -3.128  -0.01
C15 -0.401 -2.568 -2.342  -0.49
C16 -0.083 -3.830 -3.156  -0.12
C17 -0.146 -5.114 -2.307  -0.16
C18 0.692 -4.994 -1.046  -0.11
C19 0.305 -3.770 -0.184  -0.49
N2 0.314 -2.633 -1.084  -0.03
O9 0.308 -1.416 -0.398  0.00
C20 -1.055 -3.989 0.504  0.00
C21 1.378 -3.584 0.879  -0.02
C22 -1.938 -2.456 -2.155  0.00
H37 1.123 -1.152 -2.931  0.09
H38 -0.531 -0.459 -2.870  0.06
H39 -0.015 -1.549 -4.190  0.10
H40 -0.817 -3.898 -3.958  0.13
H41 0.919 -3.745 -3.580  0.13
H42 0.196 -5.915 -2.966  0.13
H43 -1.188 -5.360 -2.091  0.11
H44 1.759 -4.944 -1.267  0.13
H45 0.514 -5.886 -0.438  0.14
H46 -1.791 -4.538 -0.079  0.08
H47 -0.940 -4.354 1.518  0.09
H48 -1.537 -3.005 0.584  0.06
H49 2.377 -3.520 0.437  0.10
H50 1.276 -2.662 1.457  0.07
H51 1.374 -4.413 1.584  0.10
H52 -2.407 -3.426 -1.978  0.08
H53 -2.373 -2.096 -3.088  0.10
H54 -2.185 -1.816 -1.309  0.07
H55 1.039 -0.905 -0.773  0.09

Values from the calculation:
Total charge: +3
Electronic energy, eV: -46754.790
E_HOMO, eV: -13.737
Maximum force, eV/A: 1.89
Spin multiplicity: 1
LUMO level, eV: -12.1744